1.
# C44H67N13O3S2

14 unconnected molecules or ions with the total composition C44H67N13O3S2 in a non-equilibrium geometry (ωB97M-V/def2-TZVPD, the OMol25 dataset).

Properties
LUMO level = 0.182 eV
HOMO = -0.3194 Ha
spin multiplicity = 1
net charge = 0
relative energy (zero: lowest compared OMol25 entry of this formula, charge and spin) = 0.0 kcal per mole
largest force on an atom = 1.2 eV/Å

Structure (XYZ):
```
129
Properties=species:S:1:pos:R:3:forces:R:3
C 0.205460 2.307012 0.505984 -0.234 -0.224 -0.033
C -1.242566 2.211039 0.042645 -0.017 0.463 0.375
C -1.532390 3.129233 -1.152308 0.534 -0.255 0.091
C -1.893180 2.551757 -2.520438 -0.691 0.015 0.271
C -3.367449 2.161332 -2.819054 -0.066 -0.321 -0.259
C -4.443649 3.149494 -2.314305 0.280 0.299 0.380
C -5.210622 2.790342 -1.063305 -0.334 -0.243 0.545
C -4.715871 3.083038 0.219288 -0.897 -0.273 0.302
C -5.397999 2.702340 1.389026 -0.052 -0.155 -1.102
C -6.606942 2.003671 1.283334 0.604 0.343 -0.664
C -7.121284 1.731881 0.011851 0.775 0.351 0.024
C -6.443957 2.115961 -1.169008 -0.178 -0.069 0.781
C -7.079169 1.779832 -2.495703 0.070 0.248 0.395
C -3.734932 0.683382 -2.609220 0.074 0.113 0.417
C -3.776764 0.156189 -1.144606 0.241 -0.111 -0.075
C -2.939216 -1.056393 -0.739039 -0.567 -0.413 0.689
C -3.471793 -1.648656 0.597975 0.385 1.015 -0.233
S -2.223731 -1.718373 1.919549 -0.011 -0.680 0.608
C -2.954848 -0.139195 -3.629145 0.049 -0.151 -0.121
O -1.722939 0.483635 -4.108337 -0.236 -0.108 -0.028
S -0.805372 1.243742 -3.083104 0.987 0.620 -0.184
O -0.404167 0.368364 -2.018556 -0.311 -0.161 -0.109
O 0.232252 1.845201 -3.873653 -0.296 -0.225 0.146
H 0.873591 2.324656 -0.351434 0.220 -0.034 -0.054
H 0.458054 1.453353 1.121091 0.109 -0.002 0.077
H 0.364221 3.192079 1.115566 0.111 0.247 -0.057
H -1.861256 2.544343 0.874482 -0.221 -0.152 0.100
H -1.485826 1.176644 -0.137788 -0.130 -0.123 -0.180
H -2.306613 3.834157 -0.887440 -0.250 0.194 -0.138
H -0.647425 3.744306 -1.305498 0.153 0.098 -0.040
H -1.677478 3.341961 -3.232961 0.153 0.072 -0.178
H -3.411674 2.260167 -3.903390 -0.042 0.085 -0.178
H -3.978543 4.124297 -2.175307 0.079 0.146 0.031
H -5.157465 3.296342 -3.117827 -0.053 -0.075 -0.137
H -3.785129 3.611529 0.332444 0.122 0.119 -0.035
H -4.963848 2.933561 2.348099 -0.015 0.025 0.160
H -7.121685 1.692043 2.177790 -0.158 -0.075 0.050
H -8.054450 1.195612 -0.067623 -0.151 -0.031 -0.098
H -7.108939 2.649463 -3.146353 -0.115 0.091 -0.125
H -8.089732 1.428169 -2.329049 -0.229 -0.006 -0.057
H -6.561505 0.984142 -3.010452 0.019 -0.097 -0.143
H -4.760770 0.651240 -2.955359 -0.048 -0.261 -0.072
H -4.807661 -0.102394 -0.916373 -0.201 -0.001 -0.120
H -3.551620 0.965567 -0.457687 0.098 0.028 0.057
H -3.014517 -1.860195 -1.465109 0.125 -0.054 -0.293
H -1.895864 -0.824678 -0.583468 0.244 0.127 -0.429
H -4.280125 -1.039274 0.987741 -0.175 0.129 -0.035
H -3.873608 -2.637365 0.447340 0.022 -0.407 0.081
H -1.244474 -0.928748 1.470534 -0.156 0.177 -0.404
H -3.550402 -0.249691 -4.527912 0.033 0.143 -0.262
H -2.709531 -1.138935 -3.298446 0.172 -0.126 0.257
C 1.650807 -1.726369 0.444511 -0.168 -0.341 -0.396
C 1.943657 -0.648324 1.368159 0.019 0.071 0.058
N 2.176062 0.223292 2.080433 0.092 -0.157 0.063
H 2.586000 -2.129340 0.053983 -0.121 -0.025 0.154
H 1.092258 -2.516863 0.944301 0.043 0.048 0.129
H 1.061015 -1.367786 -0.402928 0.007 0.208 0.089
C 4.447885 0.410717 -1.729281 0.010 0.327 -0.121
C 4.605091 -0.887581 -1.101914 -0.071 -0.071 0.029
N 4.670194 -1.918276 -0.599806 0.241 -0.010 -0.090
H 3.466899 0.820842 -1.486174 -0.031 -0.063 0.037
H 5.209870 1.115618 -1.392934 -0.012 -0.252 0.071
H 4.518198 0.324210 -2.812632 0.000 -0.088 -0.002
C 5.311415 -0.173371 2.948942 -0.482 -0.183 -0.134
C 6.478842 0.251902 3.693570 0.103 -0.027 -0.064
N 7.412959 0.590630 4.269114 0.002 0.042 0.115
H 5.590070 -0.799614 2.108275 0.152 0.011 -0.048
H 4.625835 -0.729784 3.582416 0.072 0.064 0.152
H 4.769336 0.684641 2.556601 0.063 0.047 0.018
C 1.959193 -2.837617 5.217728 0.075 0.059 0.140
C 1.378848 -3.303457 3.969666 -0.031 0.010 -0.021
N 0.921516 -3.662311 2.980543 -0.013 -0.073 -0.046
H 2.603624 -3.604259 5.644180 -0.003 -0.038 -0.038
H 2.554289 -1.940770 5.053439 -0.038 -0.030 -0.024
H 1.173208 -2.606243 5.934391 -0.044 -0.004 -0.032
C 4.183016 4.787030 -0.659415 -0.291 0.235 0.146
C 5.231855 3.898179 -1.127625 0.064 -0.020 0.066
N 6.057326 3.191221 -1.497472 0.020 0.152 -0.117
H 3.215021 4.288078 -0.683880 0.038 -0.100 -0.035
H 4.369850 5.108959 0.363390 0.118 -0.085 0.014
H 4.121442 5.671576 -1.289947 0.034 -0.003 -0.034
C -4.975718 -3.238611 -4.483930 0.152 -0.183 -0.079
C -5.759498 -2.106344 -4.021443 -0.102 0.084 0.068
N -6.382968 -1.214399 -3.655985 0.109 -0.164 -0.077
H -5.231784 -4.125845 -3.911000 -0.066 -0.043 0.076
H -5.166910 -3.425334 -5.539627 -0.031 0.027 0.020
H -3.912169 -3.042295 -4.352954 -0.015 0.051 0.002
C -3.777556 -5.906850 1.086139 0.338 -0.171 0.304
C -4.691967 -5.314975 0.127658 0.002 -0.058 0.091
N -5.412914 -4.843433 -0.630588 -0.084 0.102 -0.166
H -3.066847 -5.161825 1.446663 -0.058 0.073 -0.018
H -4.309748 -6.306437 1.947389 -0.141 0.109 -0.026
H -3.210180 -6.719989 0.636288 -0.047 0.024 -0.113
C -0.714446 -5.213774 -1.608312 0.058 0.204 -0.088
C -0.878092 -6.485720 -0.921070 0.007 0.020 0.026
N -1.021469 -7.479166 -0.365990 -0.031 -0.051 -0.022
H -1.581543 -4.576599 -1.436703 -0.026 -0.036 0.047
H 0.168821 -4.695803 -1.238765 0.014 -0.036 0.047
H -0.603408 -5.371275 -2.679515 0.000 -0.056 0.001
C 10.723390 0.519019 3.629952 -0.187 0.149 0.045
C 11.730286 -0.423544 3.168106 0.016 -0.011 0.014
N 12.519957 -1.172446 2.804060 0.019 -0.026 -0.047
H 9.731156 0.073154 3.616353 0.006 -0.036 -0.001
H 10.930249 0.837941 4.649426 0.067 -0.050 0.014
H 10.703401 1.401174 2.992598 0.048 -0.019 -0.046
C 8.629156 -1.546744 -0.602072 0.156 -0.154 -0.086
C 7.780035 -0.546016 0.022294 -0.030 0.027 0.026
N 7.097326 0.233405 0.514236 0.125 0.124 -0.095
H 8.504654 -2.508144 -0.107594 -0.047 0.017 0.039
H 8.366357 -1.662274 -1.651822 -0.049 0.036 -0.001
H 9.675276 -1.253704 -0.533867 -0.004 0.040 0.032
C 4.354408 2.044159 6.984764 0.092 0.209 0.108
C 4.115296 0.755998 6.357398 -0.012 0.002 -0.051
N 3.924716 -0.253349 5.849123 -0.027 -0.025 0.122
H 3.776248 2.819545 6.486060 -0.028 -0.038 -0.046
H 4.066083 2.015273 8.033681 -0.016 -0.054 0.002
H 5.410391 2.300531 6.919124 0.022 -0.054 -0.040
C -7.937195 -4.025415 2.030252 -0.208 -0.015 -0.105
C -6.766047 -3.791551 2.861350 0.070 -0.051 -0.106
N -5.823952 -3.622549 3.493840 0.058 0.002 0.037
H -7.702428 -4.739344 1.242634 0.076 0.013 -0.002
H -8.756990 -4.417861 2.628974 0.025 0.004 0.051
H -8.260802 -3.096950 1.563574 0.041 0.031 0.014
C 5.144301 5.379052 -4.572296 0.114 -0.140 -0.137
C 4.315026 6.349930 -3.873978 0.019 -0.011 -0.036
N 3.663934 7.107955 -3.310256 -0.025 0.021 0.039
H 5.087077 4.407851 -4.083681 -0.025 0.018 0.050
H 4.812897 5.271344 -5.603278 -0.046 0.036 0.003
H 6.184005 5.700121 -4.572316 -0.003 0.046 0.034
```
Forces are in eV/Å.


2.
# C44H68ClGeN5NaO2P3

A molecular structure, C44H68ClGeN5NaO2P3 in a non-equilibrium geometry (ωB97M-V/def2-TZVPD, the OMol25 dataset).

Properties
<S²> = 0.7580
LUMO level (alpha / beta) = -2.102 / -3.641 eV
HOMO (alpha / beta) = -0.3260 / -0.3344 Ha
spin multiplicity = 2
net charge = +1
relative energy (zero: lowest compared OMol25 entry of this formula, charge and spin) = 32.5 kcal per mole
largest force on an atom = 3.1 eV/Å

Structure (XYZ):
```
125
Properties=species:S:1:pos:R:3:forces:R:3
Na -0.931673 1.017811 -2.536898 0.185 0.056 0.426
C 1.262727 -0.945742 -5.431742 -0.143 0.844 -1.937
C 2.396817 -1.066150 -4.414705 0.541 0.863 0.866
C 3.047851 -2.454851 -4.385242 0.981 -0.400 -0.558
P 1.742794 -0.413890 -2.735150 0.442 0.184 0.141
C 2.244254 -1.656428 -1.352841 0.729 0.293 0.690
N 1.253073 -2.136582 -0.368611 -0.678 0.486 0.944
Ge 0.394157 -0.902212 0.872838 1.145 -1.027 1.154
N -1.261853 -1.672080 1.659691 0.292 -0.308 -2.207
C -2.636046 -1.360233 1.146782 1.550 0.968 -0.295
P -2.715365 -0.635066 -0.584601 -0.255 -0.835 0.077
C -4.277451 0.425094 -0.518387 0.299 -0.585 -0.673
C -5.470265 0.089242 0.366434 -0.495 0.093 0.140
C -3.829623 1.855852 -0.366300 -0.152 1.485 0.476
C -3.282160 -2.015434 -1.754169 0.987 -0.839 0.629
C -2.068978 -2.629407 -2.528706 0.746 -0.480 1.526
C -4.112080 -3.177228 -1.126264 -1.380 1.853 -1.064
C -1.195821 -2.424118 2.802589 -1.930 0.294 2.417
C -2.332268 -2.509234 3.688250 0.048 1.269 -1.123
C -2.202502 -3.015184 4.954630 1.189 -0.413 1.127
C -0.923602 -3.303688 5.493021 -0.249 0.086 -1.712
C 0.166266 -3.359223 4.630573 -0.685 0.380 -0.874
C -0.021421 -3.004058 3.272450 0.642 -0.169 0.056
N 0.985660 -3.096059 2.268689 -0.109 -0.326 -0.005
C 0.720324 -4.007836 1.161727 0.574 1.775 0.161
C 0.355265 -5.311745 1.333750 -0.040 -0.617 -0.502
C 0.195551 -6.157391 0.237834 -0.661 -0.716 -0.113
C 0.366349 -5.695166 -1.076441 0.705 0.580 1.526
C 0.892123 -4.406166 -1.206667 -0.414 0.005 -0.319
C 0.929387 -3.496134 -0.127204 1.015 -0.198 -1.664
C 2.347992 -2.870006 2.623289 1.314 0.673 -0.909
C 3.306650 -3.881619 2.752846 -0.395 0.615 0.838
C 4.673617 -3.583529 2.809347 0.096 -1.240 -0.605
C 5.159994 -2.295743 2.630472 -0.706 0.380 0.807
C 4.196077 -1.273733 2.572092 0.554 1.309 0.189
C 2.812753 -1.510771 2.558793 -0.383 -1.381 -1.094
N 1.873737 -0.531491 2.241604 -2.375 -0.637 -0.297
C 2.123108 0.773158 2.729828 1.140 1.912 -0.583
P 0.981349 2.225660 2.246096 0.540 -0.331 0.741
C -0.166290 2.418150 3.813815 0.753 0.682 -0.456
C 0.166554 3.374981 4.986621 1.464 0.881 0.026
C -0.478248 1.054389 4.375711 0.209 -0.205 1.272
C 2.235250 3.673693 2.266875 -1.907 -0.685 -0.710
C 2.744707 3.909910 0.823985 -1.446 1.018 -0.274
C 3.323742 3.578745 3.298883 0.855 -1.461 0.765
C 2.998922 0.993851 -2.481725 0.925 -0.797 1.973
C 4.527897 0.578536 -2.539547 -0.141 -0.592 0.979
C 2.752096 2.222531 -3.348670 -1.300 -1.257 -1.342
H 1.614977 -1.161335 -6.474453 0.032 -0.136 0.819
H 0.926866 0.114109 -5.555528 0.171 -0.626 0.490
H 0.343437 -1.550400 -5.330417 0.591 0.019 0.595
H 3.206375 -0.264738 -4.658076 -1.336 -1.504 0.150
H 2.367438 -3.307138 -4.225932 -0.060 0.521 0.184
H 3.930228 -2.588901 -3.698180 -0.972 0.421 -0.461
H 3.460324 -2.627690 -5.397075 -0.107 0.007 0.326
H 3.076530 -1.182325 -0.760391 -0.626 -0.103 -0.573
H 2.745149 -2.484594 -1.860175 -0.304 -0.162 0.170
H -2.970845 -0.500160 1.709807 -0.638 0.238 0.472
H -3.337938 -2.179408 1.283054 0.169 -0.160 -0.005
H -4.566553 0.275973 -1.565808 -0.285 0.198 0.071
H -5.395911 0.533048 1.361514 0.078 0.053 -0.069
H -5.674267 -0.953620 0.504373 0.386 -0.821 0.134
H -6.423432 0.407842 -0.079045 0.376 0.515 0.005
H -3.241426 2.016266 0.551987 0.284 -0.246 -0.387
H -4.663172 2.563855 -0.187908 -0.022 -0.458 -0.419
H -3.277794 2.226926 -1.250907 -0.059 -0.206 0.565
H -3.935843 -1.448763 -2.411658 -0.023 -0.071 -0.377
H -1.701611 -3.551461 -1.975536 -0.441 1.060 -0.499
H -1.163827 -1.976352 -2.562322 -0.713 -0.210 -0.190
H -2.323362 -2.979613 -3.515536 -0.193 0.076 -0.461
H -4.884244 -2.710415 -0.479914 0.279 -0.549 -0.232
H -3.525207 -3.855470 -0.545478 0.420 -0.494 0.198
H -4.663212 -3.668131 -1.969169 0.581 -0.018 0.859
H -3.249750 -1.918119 3.437528 0.723 -1.145 0.130
H -3.042900 -3.204930 5.604435 -0.301 0.524 -0.007
H -0.764685 -3.436931 6.530903 -0.140 -0.501 0.830
H 1.145924 -3.659404 4.983800 -0.003 0.055 -0.101
H 0.198580 -5.640124 2.338399 -0.028 -0.429 0.452
H -0.041812 -7.219792 0.409355 -0.139 0.682 -0.079
H 0.101743 -6.324328 -1.913436 0.492 -0.054 -0.134
H 1.322331 -4.097218 -2.160840 -0.658 0.167 0.017
H 2.980074 -4.894271 2.985801 0.031 0.066 -0.548
H 5.324924 -4.470331 2.870009 -0.047 0.746 0.162
H 6.242409 -2.084541 2.674760 -0.783 -0.054 -0.182
H 4.488902 -0.188411 2.534749 0.084 -1.404 -0.083
H 3.144328 1.021318 2.341109 -0.737 0.689 0.388
H 2.173428 0.903691 3.820486 0.100 -0.664 0.012
H -1.057981 2.817828 3.340842 -0.295 -0.074 -0.172
H 0.833710 2.849403 5.667805 0.183 -0.119 0.113
H -0.671486 3.693472 5.639981 0.030 -0.336 -0.824
H 0.751774 4.311798 4.724073 -0.904 -0.986 -0.039
H 0.256475 0.629854 5.077457 0.569 0.354 -0.592
H -0.672803 0.274671 3.659326 -0.508 -0.218 -0.336
H -1.266076 1.214371 5.100444 -0.944 -0.313 -0.241
H 1.502998 4.499123 2.397574 0.665 -0.253 0.715
H 2.442138 3.162989 0.082267 -0.063 -0.136 0.234
H 3.810899 3.957236 0.771955 0.723 0.359 0.007
H 2.253539 4.882801 0.498951 1.078 -1.048 -0.012
H 4.132399 2.833827 2.939838 -1.186 1.282 0.674
H 2.980393 3.250009 4.317426 0.134 0.087 -1.036
H 3.770583 4.541113 3.477257 0.482 0.443 -0.173
H 2.872669 1.203108 -1.352904 -0.281 0.247 -1.666
H 4.771879 -0.358257 -3.062248 -0.342 0.387 -0.283
H 4.947430 0.378875 -1.513121 -0.531 0.441 -0.846
H 5.097833 1.394990 -2.977589 0.136 -0.078 -0.042
H 2.823706 2.071523 -4.440417 0.549 -0.655 0.277
H 3.388762 3.031202 -3.169078 1.125 1.172 0.727
H 1.740560 2.581390 -3.339677 -0.769 0.280 0.763
O -0.417409 2.806366 -0.970668 0.277 0.952 -0.077
H 0.180328 2.671171 -0.212643 -0.222 -0.408 0.167
H -0.438286 3.784110 -1.031452 -0.151 -0.799 -0.176
O -2.130195 2.057334 -4.112223 0.087 0.662 0.650
H -2.421813 1.557559 -4.870498 -0.267 0.251 -0.437
H -2.425454 3.033837 -4.142689 0.280 -0.916 -0.310
Cl -2.628107 8.575955 -4.017137 0.273 0.171 0.410
C -3.176577 7.014823 -3.553986 -1.315 -0.336 -0.447
C -4.480285 6.838682 -3.057491 -0.242 0.225 0.923
C -5.033173 5.547999 -2.946923 0.924 0.586 -0.205
C -4.334172 4.484593 -3.518864 1.973 1.313 -0.207
N -3.009835 4.640814 -3.928444 -1.594 1.110 0.856
C -2.433172 5.894936 -3.882474 -1.313 -2.373 0.321
H -5.052392 7.714561 -2.644665 0.715 -0.934 -0.694
H -5.940987 5.394267 -2.371787 -0.104 0.012 -0.500
H -4.816540 3.518720 -3.635402 0.463 -0.067 0.070
H -1.368923 5.915365 -4.042713 0.106 0.204 -0.446
```
Forces are in eV/Å.


Among the records above, which one has the highest relative energy (zero: lowest compared OMol25 entry of this formula, charge and spin)?
C44H68ClGeN5NaO2P3


Look up the spin multiplicity of the second one.
2


spin multiplicity of number 2 (C44H68ClGeN5NaO2P3)?
2


Among the records above, which one has the highest relative energy (zero: lowest compared OMol25 entry of this formula, charge and spin)?
C44H68ClGeN5NaO2P3